This record from the OMol25 dataset describes C4H9NO in the gas phase. The level of theory is ωB97M-V/def2-TZVPD.

Each line ends with the Mulliken charge.
Element x y z (Å)
C 2.1083 -0.4516 0.0681  -1.19
C 0.9547 0.5183 -0.2009  -0.23
C -0.2489 0.1796 0.6606  0.28
O -0.1899 -0.4075 1.7107  -0.50
N -1.5792 0.5891 0.1623  -0.17
C -2.4200 -0.5646 -0.5442  -0.76
H 1.8275 -1.4676 -0.2288  0.32
H 3.0000 -0.1570 -0.4940  0.36
H 2.3545 -0.4687 1.1341  0.29
H 1.2651 1.5446 0.0636  0.28
H 0.6840 0.5327 -1.2633  0.32
H -1.5223 1.3823 -0.4766  0.34
H -2.0030 -0.6283 -1.5625  0.13
H -2.0665 -1.4464 0.0179  0.17
H -2.1645 0.8452 0.9528  0.35

The calculation puts the energy at -287.6943 Ha. Its HOMO energy is -7.054 eV. As for the net charge: 0. Its energy relative to the best compared isomer or geometry (same formula, charge and spin) is 3.760 eV. The HOMO-LUMO gap comes out at 7.510 eV.